# 1
{"formula": "C8H16As3F24N3O6S2", "method": "wB97M-V/def2-TZVPD", "orbital_gap_ev": 10.31, "e_homo_ev": -6.20, "total_charge": -2, "species": ["C", "C", "O", "N", "H", "H", "C", "H", "H", "H", "H", "H", "H", "C", "C", "O", "N", "H", "H", "C", "H", "H", "H", "H", "H", "H", "C", "F", "F", "F", "S", "O", "O", "N", "S", "O", "O", "C", "F", "F", "F", "As", "F", "F", "F", "F", "F", "F", "As", "F", "F", "F", "F", "F", "F", "As", "F", "F", "F", "F", "F", "F"], "xyz": [[0.5354, -4.0187, -1.3895], [-0.8955, -4.1417, -1.1159], [-1.5805, -5.1126, -1.0658], [-1.5976, -2.8301, -1.0662], [-0.8994, -2.0590, -1.1946], [-2.1128, -2.8667, -1.9624], [-2.4290, -2.5843, 0.1091], [0.9010, -3.2953, -0.7129], [0.6992, -3.4989, -2.3897], [1.0429, -4.9461, -1.2461], [-3.1255, -1.7182, -0.1370], [-1.6654, -2.3404, 0.8768], [-3.0201, -3.4635, 0.3566], [0.7482, 3.1069, -1.6495], [-0.3280, 3.0850, -0.5939], [-1.0176, 3.9852, -0.2106], [-0.2415, 1.7453, 0.0727], [-0.3902, 1.1212, -0.7093], [0.7500, 1.6299, 0.4371], [-1.1965, 1.2814, 1.2304], [0.2387, 2.7578, -2.5613], [1.6572, 2.4947, -1.4494], [1.0431, 4.1432, -1.8040], [-2.2653, 1.5172, 1.0749], [-0.9000, 1.7672, 2.1848], [-0.9753, 0.2075, 1.3876], [5.0178, 0.9288, -0.8099], [4.0548, 0.4022, 0.0271], [6.2244, 0.3251, -0.4645], [4.7620, 0.6282, -2.1112], [5.1520, 2.6957, -0.3875], [6.5110, 3.0008, -0.7140], [4.1090, 3.4117, -1.0962], [4.8453, 2.6729, 1.1688], [3.3348, 3.0218, 1.7344], [3.2971, 4.3996, 2.2912], [2.1836, 2.5230, 0.9873], [3.3780, 1.8550, 3.3747], [2.2034, 1.7998, 3.8859], [3.7491, 0.7446, 2.8449], [4.2447, 2.3277, 4.2262], [0.6679, -2.9056, 2.4826], [0.6414, -1.9383, 1.0393], [2.2142, -3.4146, 2.0504], [0.5683, -3.9560, 3.7651], [-0.8981, -2.2414, 2.8091], [-0.1346, -4.1404, 1.4767], [1.2772, -1.6284, 3.4328], [-1.4028, -0.2131, -3.5470], [0.2949, -0.1283, -3.6213], [-1.0902, -0.4240, -1.8453], [-2.9596, -0.5971, -3.1319], [-1.6052, -0.0075, -5.1815], [-1.2155, -1.9799, -3.8204], [-1.5742, 1.4286, -3.2490], [-5.8424, 0.7817, 0.8289], [-5.8245, 2.1165, -0.2675], [-7.0481, 1.5295, 1.8027], [-5.9269, -0.6051, 1.8897], [-4.5330, 0.0417, -0.0787], [-4.5982, 1.4804, 1.8925], [-7.0535, 0.0976, -0.1563]], "atomic_forces_ev_per_a": [[0.09, 0.97, -1.44], [-0.50, -0.66, -0.28], [0.09, -0.16, 0.17], [0.95, -0.01, -1.67], [-0.87, -0.51, 0.17], [-0.12, 0.52, 0.37], [-0.58, 1.63, 0.61], [0.69, 0.70, 1.05], [-0.31, -1.03, 0.85], [0.31, -0.54, -0.26], [0.97, -1.01, 0.53], [-1.27, -0.12, -0.11], [0.24, 0.00, -0.03], [-0.33, 0.18, -0.63], [1.32, 1.42, 0.99], [0.33, -1.54, -0.41], [-1.15, -0.76, 2.02], [0.05, -0.90, -0.31], [-0.86, 0.36, -0.54], [0.65, 0.44, 0.40], [0.37, -0.02, 0.03], [-0.89, 0.41, 0.05], [0.03, -0.06, 0.01], [0.66, -0.28, -0.47], [0.08, 0.03, -0.89], [-0.37, 0.53, -0.42], [0.43, -1.91, 0.91], [0.99, 0.05, -1.84], [-1.78, 0.53, -0.64], [0.08, 0.39, 1.63], [-1.14, 1.66, 0.11], [0.05, -0.05, 0.40], [0.37, -0.72, -0.20], [-1.04, 0.30, 0.01], [1.49, 1.47, 2.85], [-0.30, -2.36, -1.45], [0.62, 0.30, 0.12], [0.70, 2.94, -4.04], [-1.68, -0.29, 0.99], [0.54, -2.42, 0.34], [0.64, 0.05, 0.88], [-1.77, 0.77, -1.29], [0.20, 0.88, -0.83], [1.14, -0.66, -0.28], [0.07, -1.23, 1.70], [-0.68, -0.08, 0.26], [0.38, -0.01, 0.10], [0.73, 0.49, 0.32], [1.77, -2.36, 0.40], [1.16, 0.51, -0.70], [0.49, 0.06, 1.92], [-2.63, 0.01, -0.13], [-0.48, 0.33, -1.80], [0.16, 0.11, 0.31], [-0.24, 1.70, 0.18], [1.02, -0.01, 1.04], [0.36, 0.42, 0.19], [-0.33, 0.46, 0.19], [0.25, -0.02, -0.25], [-0.26, -0.09, 0.04], [-0.41, -0.06, -0.63], [-0.49, -0.73, -0.60]]}

---

# 2
{"formula": "C20H38ClF3NiO10S4", "method": "wB97M-V/def2-TZVPD", "orbital_gap_ev": [5.20, 4.32], "e_above_lowest_kcal_mol": 223.91, "e_homo_ev": [-7.22, -7.22], "s_squared": 2.01, "multiplicity": 3, "species": ["Ni", "C", "O", "O", "C", "F", "F", "F", "C", "C", "H", "H", "H", "H", "H", "H", "Cl", "C", "C", "C", "S", "O", "O", "C", "H", "H", "H", "H", "H", "H", "H", "H", "C", "C", "C", "S", "O", "O", "C", "H", "H", "H", "H", "H", "H", "H", "H", "C", "C", "C", "S", "O", "O", "C", "H", "H", "H", "H", "H", "H", "H", "H", "C", "C", "C", "S", "O", "O", "C", "H", "H", "H", "H", "H", "H", "H", "H"], "xyz": [[0.8585, -0.0921, 0.7589], [-2.1210, 1.0842, -4.1473], [-1.1242, 2.0482, -4.5321], [-1.6276, 0.6290, -2.8537], [-3.5455, 1.6949, -4.3362], [-3.6788, 2.8702, -3.7300], [-3.9695, 1.9050, -5.5689], [-4.5719, 0.9117, -3.8283], [-0.7340, 2.1350, -5.9080], [-0.1363, 3.4442, -6.1426], [0.7193, 3.5643, -5.4781], [0.3500, 3.6511, -7.0958], [-0.8730, 4.2312, -5.9814], [-1.5059, 1.8746, -6.6323], [-0.0041, 1.3480, -6.0979], [-2.0514, 0.2706, -4.8693], [3.5870, -0.1480, 3.2970], [-5.5650, 1.5628, 4.6411], [-4.8178, 2.3282, 5.7873], [-3.3891, 2.4756, 5.3486], [-3.2881, 2.7295, 3.5506], [-2.1581, 1.9857, 3.0247], [-3.4616, 4.1307, 3.2633], [-4.7812, 1.7803, 3.3412], [-6.6275, 1.8050, 4.6622], [-5.6580, 0.5138, 4.9225], [-4.9509, 1.8878, 6.7754], [-5.0399, 3.3951, 5.7662], [-2.8306, 1.5396, 5.3575], [-2.7312, 3.2477, 5.7474], [-4.3510, 0.8134, 3.0801], [-5.3405, 2.0880, 2.4577], [4.3092, -6.6548, -2.9379], [3.1690, -6.2462, -3.7415], [3.2831, -4.8230, -4.0724], [4.0565, -4.0276, -2.5742], [3.0255, -3.2529, -1.8304], [5.2976, -3.3608, -2.9161], [4.4611, -5.7040, -1.7488], [5.2685, -6.5240, -3.4388], [4.2876, -7.6294, -2.4502], [2.2275, -6.4974, -3.2530], [3.1328, -6.9472, -4.5754], [2.3208, -4.3123, -4.1056], [3.6928, -4.6512, -5.0677], [3.6910, -5.7896, -0.9822], [5.4630, -5.7045, -1.3196], [0.0547, -7.3162, 3.6366], [0.9810, -6.3999, 4.5094], [0.2684, -5.1473, 5.0658], [-1.0710, -4.7679, 3.7821], [-0.5611, -3.6868, 2.9367], [-2.4191, -4.6139, 4.3760], [-0.7602, -6.3497, 2.7961], [-0.6825, -7.8086, 4.2708], [0.5469, -8.1417, 3.1224], [1.7617, -5.9516, 3.8948], [1.5880, -7.1067, 5.0752], [0.6539, -4.1550, 5.2998], [-0.3155, -5.4353, 5.9400], [-0.2524, -6.0638, 1.8749], [-1.7433, -6.7609, 2.5667], [0.8641, 7.8066, -0.5387], [2.1766, 8.3138, 0.1067], [2.9310, 7.0298, 0.4323], [2.6435, 5.9162, -1.0210], [2.2932, 4.5616, -0.6263], [3.8837, 6.1330, -1.8077], [1.2409, 6.8657, -1.7201], [0.4620, 8.6831, -1.0468], [0.1268, 7.5296, 0.2148], [1.9972, 9.0062, 0.9291], [2.7196, 8.8076, -0.6993], [2.3672, 6.6364, 1.2782], [4.0041, 7.1577, 0.5740], [0.4842, 6.2305, -2.1804], [1.4890, 7.4472, -2.6080]], "atomic_forces_ev_per_a": [[0.95, 0.00, 0.94], [2.88, 0.66, 0.29], [-1.60, 0.01, 0.21], [-2.23, 0.63, -2.48], [-2.49, 0.06, 2.06], [0.66, 0.26, 0.54], [1.29, -0.28, -1.38], [1.55, -0.15, 0.23], [0.09, -2.19, -0.65], [0.95, 1.85, 0.17], [-0.25, 0.22, 0.51], [-0.51, -0.63, -0.44], [0.14, 0.12, 0.16], [-0.71, 0.37, 0.32], [0.38, -0.17, 0.19], [-0.12, -0.76, 0.33], [-0.93, -0.03, -0.81], [-0.06, 0.50, 1.33], [0.25, 1.12, -1.18], [2.31, -1.26, -0.85], [-0.53, -0.16, 1.73], [-0.54, 0.57, -0.10], [-0.03, -0.09, -0.41], [-0.55, -1.45, -1.15], [0.11, 0.77, -0.57], [0.76, -0.23, -0.28], [0.08, 0.15, -0.16], [-1.33, -0.05, 0.50], [0.11, -0.21, 0.57], [-0.41, 0.05, 0.47], [-0.03, -0.06, -0.21], [-0.08, 0.31, 0.23], [2.36, 0.07, 2.92], [-1.77, -2.31, -0.81], [-1.00, 1.87, -0.12], [-0.01, 0.47, 0.95], [1.58, -1.77, -1.41], [-0.60, -0.34, -0.02], [-0.92, 1.68, -0.57], [-0.08, -0.42, -0.58], [-0.22, -0.38, -0.70], [-0.05, 0.32, 0.50], [0.01, 0.50, -0.67], [-0.14, -0.12, 0.07], [0.92, 0.32, 0.50], [0.04, -0.23, 0.01], [-0.17, 0.37, -0.06], [-0.90, 1.63, 1.22], [1.46, 0.21, -1.47], [-2.71, -1.27, 0.39], [0.58, 0.14, -0.06], [-0.60, -0.73, 0.65], [2.25, -0.78, -0.96], [-0.92, 0.00, -0.25], [0.16, -0.11, 0.45], [0.32, 0.53, -0.28], [0.05, -0.26, -0.71], [-0.40, 0.64, 1.28], [1.01, -0.44, -0.47], [-0.17, 0.04, 0.14], [-0.09, 0.35, 0.16], [-0.02, 0.15, -0.16], [-0.10, 1.58, -1.04], [0.01, -0.92, -1.46], [-1.21, 0.07, 0.25], [2.90, 0.54, -0.25], [-0.26, 1.16, -0.39], [-2.18, -0.49, 0.54], [-0.30, -0.24, 0.63], [-0.50, 0.08, 0.18], [0.13, -0.75, -0.26], [0.15, -0.26, 0.05], [0.10, 0.46, 0.15], [0.63, -0.61, 0.21], [-0.20, -0.41, 0.05], [-0.20, -0.50, 0.95], [0.99, 0.24, 0.39]]}

---

# 3
{"formula": "C7H10ClIN3O3", "method": "wB97M-V/def2-TZVPD", "orbital_gap_ev": 8.12, "e_above_lowest_kcal_mol": 100.89, "e_homo_ev": -13.14, "total_charge": 1, "species": ["N", "N", "C", "C", "Cl", "N", "I", "C", "H", "H", "H", "H", "C", "C", "C", "O", "C", "O", "O", "H", "H", "H", "H", "H", "H"], "xyz": [[-0.9913, -2.1487, 2.3884], [-0.9054, -2.7615, 1.1169], [-0.2507, -1.9831, -0.0059], [-0.3581, -3.1111, -1.1918], [0.3086, -2.7715, -2.8874], [-1.0305, -4.3592, -0.6142], [-1.4050, -6.1376, -1.5872], [-1.3937, -4.1719, 0.8659], [-0.1675, -1.4816, 2.3791], [-0.6716, -2.9231, 3.0451], [0.2014, -0.9032, 0.0215], [-1.8916, -4.9109, 1.6253], [-0.2941, 2.3361, -1.6624], [0.2588, 3.1867, -0.5369], [1.7556, 3.2674, -0.5174], [2.0278, 3.5250, 0.8498], [0.9905, 2.9811, 1.5575], [0.9766, 2.8472, 2.7676], [-0.0258, 2.6038, 0.7238], [-1.3604, 2.1414, -1.5063], [-0.1629, 2.8302, -2.6297], [0.1994, 1.3590, -1.7012], [-0.2002, 4.1826, -0.5574], [2.1409, 4.0738, -1.1474], [2.2492, 2.3291, -0.7958]], "atomic_forces_ev_per_a": [[2.00, -0.98, 0.60], [0.28, -2.03, -2.96], [-2.33, -6.99, -1.94], [-0.40, 1.94, 4.22], [-1.52, -1.24, 3.21], [0.78, 3.86, 2.61], [0.17, 0.66, 0.19], [3.09, 4.89, -3.95], [-1.38, -0.72, 0.36], [-0.65, 1.44, -0.62], [-1.16, -2.45, 0.15], [1.11, 1.69, -1.81], [-0.32, -0.20, 0.12], [-0.51, -0.19, -1.33], [0.52, 0.46, -0.59], [-0.72, -0.37, 0.75], [0.24, -0.09, 2.60], [0.00, 0.16, -2.72], [0.60, 0.00, 0.85], [0.12, 0.20, -0.09], [-0.02, -0.05, 0.17], [0.11, 0.14, 0.01], [0.14, -0.06, 0.00], [0.03, -0.09, 0.25], [-0.18, 0.01, -0.08]]}

---

# 4
{"formula": "C6H11NO3S", "method": "wB97M-V/def2-TZVPD", "orbital_gap_ev": [7.54, 8.15], "e_above_lowest_kcal_mol": 10.01, "e_homo_ev": [-6.92, -9.56], "s_squared": 2.01, "multiplicity": 3, "species": ["C", "C", "C", "C", "C", "C", "N", "O", "O", "O", "S", "H", "H", "H", "H", "H", "H", "H", "H", "H", "H", "H"], "xyz": [[-2.5873, -0.7975, 0.2976], [0.6079, 1.2267, -0.0044], [-0.7784, 1.6461, -0.4657], [-1.6356, -0.5487, -0.7288], [0.6564, -0.0638, 0.6116], [3.1198, -1.4278, 0.8592], [-1.4304, 0.6320, -1.2941], [-3.3439, 0.2933, 0.7390], [-2.8293, -1.9430, 0.5358], [1.7468, -0.9125, -1.4448], [1.4510, -1.4710, -0.1140], [1.3384, 1.2583, -0.7976], [0.7968, 1.9551, 0.7664], [-1.2968, 1.8497, 0.5027], [-0.7473, 2.5751, -1.0237], [-1.3921, -1.4468, -1.4295], [-0.0077, -0.1740, 1.5582], [2.9868, -0.7914, 1.7687], [4.0288, -0.9904, 0.2977], [3.3586, -2.4430, 1.1587], [-3.0133, 1.1119, 0.4315], [-1.0291, 0.4617, -2.2246]], "atomic_forces_ev_per_a": [[-0.30, 1.25, -1.52], [0.23, 1.00, -0.83], [-0.07, 0.20, 0.15], [-0.60, -3.47, -1.77], [-0.96, -1.82, 3.53], [0.48, 1.17, 0.11], [0.81, 1.60, -1.06], [-0.24, -2.64, 1.19], [-0.98, -0.91, 1.72], [0.28, -0.44, -1.33], [1.01, 1.47, 1.11], [0.25, 0.32, -0.36], [0.81, 0.55, 0.37], [-0.33, -0.27, -0.96], [0.07, 0.19, 0.02], [-0.50, 1.45, 1.80], [1.34, -0.32, -1.63], [-0.04, -0.64, -0.68], [-1.88, -0.64, 0.30], [-0.08, -0.13, -0.01], [0.63, 1.13, -0.81], [0.09, 0.93, 0.67]]}

---

Calculated E_tot (a.u.), listed in the same order as above: -10831.14157; -5397.69708; -1420.14236; -913.70427